(1)
C2H4N2O | ωB97M-V with the def2-TZVPD basis set

As for the LUMO energy (alpha / beta): 0.8 / -3.7 eV. The value obtained for the HOMO energy (alpha / beta) is -8.89 / -11.28 eV. The value obtained for the orbital gap (alpha / beta) is 0.355 / 0.279 Ha.

```
! RIJCOSX wB97M-V def2-TZVPD def2/J DEFGRID3
* xyz 0 3
C 0.909 0.628 -1.696
C -0.681 -0.810 0.828
N 1.020 0.458 -2.805
N 0.787 0.867 0.387
O -0.508 0.555 0.609
H 0.113 -1.373 0.372
H -1.636 -1.005 0.299
H -0.869 -1.136 1.991
H 0.865 1.815 0.014
*
```

(2)
C19H51CuNO8 | ωB97M-V with the def2-TZVPD basis set

As for the LUMO energy (alpha / beta): -1.2 / -3.2 eV. The value obtained for the HOMO energy (alpha / beta) is -8.01 / -7.86 eV. The value obtained for the orbital gap (alpha / beta) is 0.249 / 0.172 Ha.

```
! RIJCOSX wB97M-V def2-TZVPD def2/J DEFGRID3
* xyz 0 2
Cu -2.136 2.401 -0.784
C -0.617 -1.281 -1.364
C -0.033 -0.254 -0.233
O -0.522 1.023 -0.132
H -0.133 -2.255 -1.437
H -0.608 -0.818 -2.350
H -1.682 -1.458 -1.212
H 1.055 -0.302 -0.185
H -0.229 -0.716 0.734
C -3.543 -0.140 -3.054
C -2.870 1.074 -3.697
C -3.495 1.251 -5.141
O -2.949 2.229 -2.960
H -3.226 -1.052 -3.562
H -4.623 0.002 -3.067
H -3.237 -0.214 -2.011
H -1.802 0.890 -3.810
H -3.236 0.393 -5.761
H -3.005 1.997 -5.768
H -4.556 1.490 -5.067
C 0.575 -0.496 3.597
O 0.541 0.090 4.865
C 0.862 1.473 4.992
C 0.554 1.919 6.399
N 1.015 3.274 6.624
C 0.028 4.340 6.252
C 0.765 5.252 5.219
O 1.884 6.045 5.808
C 1.407 7.203 6.459
H 1.336 -0.130 2.907
H -0.386 -0.139 3.229
H 0.607 -1.581 3.697
H 0.200 1.971 4.284
H 1.933 1.501 4.792
H 0.964 1.158 7.062
H -0.484 1.654 6.599
H 1.307 3.503 7.563
H -0.157 4.876 7.182
H -0.938 3.934 5.953
H 0.091 5.995 4.793
H 1.070 4.571 4.424
H 0.761 7.787 5.803
H 2.329 7.707 6.750
H 0.951 7.040 7.436
C 0.764 1.857 -4.956
C 0.458 3.340 -4.623
O 0.884 3.837 -3.314
H 0.532 1.388 -4.000
H 1.849 1.763 -5.002
H 0.221 1.515 -5.837
H -0.598 3.557 -4.781
H 0.964 3.992 -5.335
H 0.159 4.297 -2.886
C 1.419 -3.635 1.972
C 2.341 -3.042 0.943
O 3.473 -3.931 0.762
H 1.175 -4.692 1.859
H 0.499 -3.050 1.973
H 1.876 -3.323 2.911
H 2.626 -2.094 1.399
H 1.908 -2.771 -0.019
H 3.751 -4.045 -0.150
C -1.833 -4.869 -2.778
C -3.233 -4.650 -2.279
O -4.168 -4.702 -3.365
H -1.835 -5.765 -3.400
H -1.115 -5.103 -1.993
H -1.551 -4.065 -3.457
H -3.300 -3.677 -1.791
H -3.581 -5.408 -1.578
H -4.123 -3.867 -3.837
C 1.997 -4.639 -3.551
C 2.911 -3.510 -2.950
O 4.099 -4.141 -2.467
H 1.302 -4.072 -4.169
H 1.543 -5.372 -2.884
H 2.593 -5.247 -4.231
H 2.381 -2.901 -2.217
H 3.150 -2.719 -3.661
H 4.694 -3.465 -2.135
*
```

- What is the formula in the first record?
  C2H4N2O